--- 1 ---
Molecular formula: C5H10O3
Method: DFT, wB97M-V/def2-TZVPD

```
18
Properties=species:S:1:pos:R:3:lowdin_charge:R:1
C 0.83103 0.14756 -0.19532 -0.58
C 0.64870 0.02941 1.31129 -0.14
C -1.23415 0.06663 -1.79459 0.00
C -0.59754 -0.85631 1.70024 -0.07
C -0.48158 0.82119 -0.72915 -0.34
O 1.13643 -1.10729 -0.74309 0.04
O 1.91954 0.99756 -0.49697 0.04
O -0.75370 1.98890 -0.43697 0.08
H 1.79450 1.79646 0.05055 0.12
H 1.64172 -0.89015 -1.54524 0.12
H 1.53575 -0.42283 1.76823 0.13
H 0.50546 1.00936 1.77903 0.12
H -2.07009 0.67545 -2.14982 0.09
H -0.57216 -0.14005 -2.63888 0.09
H -1.62211 -0.87140 -1.39281 0.09
H -1.56145 -0.57770 1.26751 0.07
H -0.37946 -1.90211 1.46497 0.08
H -0.74090 -0.76468 2.78104 0.07
```

The SMILES is CCC(O)(O)C(C)=O. The HOMO energy is -9.52 eV. The value obtained for the LUMO energy is 0.79 eV. As for the HOMO-LUMO gap: 10.3 eV. Its multiplicity is 1.

--- 2 ---
Molecular formula: C5H10O3
Method: DFT, wB97M-V/def2-TZVPD

```
18
Properties=species:S:1:pos:R:3:lowdin_charge:R:1
C 0.93920 -0.58302 0.15628 -0.26
C -1.02083 1.13310 -0.18043 -0.18
C 0.44687 -1.36986 -1.03505 -0.04
C -2.13592 0.21159 0.27198 -0.09
C 0.36197 0.80977 0.39381 -0.31
O 2.32308 -0.10705 -0.18608 -0.13
O 3.03451 0.00354 1.08428 -0.03
O 0.86724 1.61798 1.19047 0.06
H 2.81905 0.94510 1.25591 0.08
H 0.89547 -1.17749 1.07417 0.16
H -1.25812 2.14721 0.16451 0.12
H -0.95647 1.18132 -1.27108 0.12
H -0.52590 -1.82854 -0.84064 0.08
H 1.15893 -2.16609 -1.28070 0.09
H 0.36020 -0.74845 -1.93102 0.09
H -2.26533 -0.62376 -0.42142 0.06
H -3.08963 0.74946 0.28466 0.08
H -1.95431 -0.19482 1.27035 0.09
```

The SMILES is CCC(=O)[C@@H](C)OO. The HOMO energy is -9.55 eV. The value obtained for the LUMO energy is 0.80 eV. As for the HOMO-LUMO gap: 10.3 eV. Its multiplicity is 1.

--- 3 ---
Molecular formula: C5H10O3
Method: DFT, wB97M-V/def2-TZVPD

```
18
Properties=species:S:1:pos:R:3:lowdin_charge:R:1
O 2.14436 -1.73370 1.20497 0.07
C 1.80008 -1.71405 0.06977 -0.25
C 0.57928 -0.86101 -0.35496 -0.19
C -0.74533 -0.66729 0.36786 -0.19
C -0.70702 0.40249 1.52658 -0.16
C -1.51006 1.60738 1.56630 -0.27
O -1.68061 2.24790 2.60109 0.04
H 2.15011 -2.35782 -0.68051 0.10
H 1.11903 0.13091 -0.25040 0.12
H 0.20406 -1.02582 -1.40372 0.11
H -1.57902 -0.49221 -0.33359 0.10
H -0.90503 -1.71088 0.92627 0.15
H -0.97344 -0.01912 2.50556 0.13
H 0.37350 0.58112 1.55836 0.12
H -1.95881 1.91289 0.68581 0.09
H 1.12578 1.74771 -3.06734 0.07
H -0.19927 1.08618 -3.53273 0.06
O 0.76240 0.86531 -3.38933 -0.11
```

The SMILES is O=CCCCC=O.O. The HOMO energy is -9.87 eV. The value obtained for the LUMO energy is 0.32 eV. As for the HOMO-LUMO gap: 10.2 eV. Its multiplicity is 1.

Which of them is the most stable? Correct choice: 1.

--- 1 ---
Molecular formula: C6H13N3
Method: DFT, wB97M-V/def2-TZVPD

```
22
Properties=species:S:1:pos:R:3:lowdin_charge:R:1
C 1.98477 0.41020 0.58514 -0.08
C 0.99253 -1.78681 0.36476 -0.08
N 0.74225 -0.35132 0.46318 -0.33
C -0.63346 1.04647 1.71275 -0.11
N -0.16269 -0.13989 1.65458 -0.01
H 2.62489 0.21461 -0.27747 0.09
H 1.75814 1.47174 0.63820 0.07
H 1.61747 -2.12194 1.19691 0.09
H 1.49509 -2.01174 -0.57845 0.09
H 0.04467 -2.31374 0.42045 0.08
H 2.50830 0.12764 1.50270 0.09
H -0.59179 1.74008 0.39187 0.07
H -1.32653 1.10541 2.56031 0.03
C -0.19161 0.38577 -1.13462 -0.28
C -1.37566 -0.49715 -1.20014 -0.16
C -2.62316 -0.05547 -1.08540 0.04
N -0.38784 1.68253 -0.85116 0.00
H 0.40337 2.26755 -1.09421 0.07
H 0.59720 0.11390 -1.84033 0.13
H -1.18311 -1.55261 -1.34942 0.09
H -2.82794 0.99910 -0.95838 0.06
H -3.46489 -0.73432 -1.12128 0.06
```

The HOMO energy is -7.20 eV. The value obtained for the LUMO energy is 0.80 eV. As for the HOMO-LUMO gap: 8.0 eV. Its multiplicity is 1.

--- 2 ---
Molecular formula: C6H13N3
Method: DFT, wB97M-V/def2-TZVPD

```
22
Properties=species:S:1:pos:R:3:lowdin_charge:R:1
C -2.54191 0.05958 1.88005 -0.16
C 0.72817 1.54842 -0.15909 -0.07
C 1.42749 -0.46827 0.88013 -0.08
C 1.64192 -0.26685 -1.64835 -0.07
C -0.54460 -0.56392 -0.64085 -0.15
C 0.78679 0.01144 -0.41023 -0.66
N -1.22769 0.09019 1.67748 0.06
N -2.84809 -0.39481 0.56170 0.06
N -1.42337 -0.51451 0.49993 -0.21
H -3.20174 0.11422 2.72387 0.09
H 0.06121 1.74628 0.71761 0.07
H 0.36491 2.13164 -1.06008 0.09
H 1.82948 1.77863 -0.04912 0.09
H 1.14483 -1.50221 1.17007 0.10
H 1.10594 0.13931 1.64570 0.02
H 2.55189 -0.39671 0.74324 0.11
H 1.99794 -1.29000 -1.62879 0.08
H 0.97725 -0.16649 -2.49945 0.06
H 2.50727 0.43922 -1.72212 0.10
H -1.04495 0.17706 -1.85219 0.20
H -0.72216 -1.55079 -1.01599 0.10
H -3.57059 -1.12144 0.18647 0.17
```

The HOMO energy is -8.19 eV. The value obtained for the LUMO energy is 0.87 eV. As for the HOMO-LUMO gap: 9.1 eV. Its multiplicity is 1.

Which of them is the most stable? Correct choice: 1.

--- 1 ---
Molecular formula: C3H11O
Method: DFT, wB97M-V/def2-TZVPD

```
15
Properties=species:S:1:pos:R:3:lowdin_charge:R:1
O 2.32230 -1.68220 0.53060 0.32
H 3.22280 -1.19465 0.54219 0.24
H 2.39592 -2.48791 -0.01243 0.20
H 1.70689 -0.97412 0.22884 0.14
C -0.35122 0.75633 0.99753 -0.16
C -0.60254 -0.08675 -0.26283 -0.33
C -1.62814 0.78070 -1.14235 -0.08
H 0.23548 0.33738 1.82385 0.04
H -1.24997 1.25713 1.58206 0.12
H 0.26752 1.73793 0.55746 0.14
H -0.99790 -1.08854 -0.17686 0.09
H 0.36426 -0.25856 -0.79593 0.07
H -1.36240 0.75097 -2.16584 0.05
H -2.75336 0.39771 -0.94506 0.14
H -1.56965 1.75458 -0.76122 0.03
```

The HOMO energy is -15.08 eV. Its total charge is +1. The value obtained for the LUMO energy is -5.27 eV. As for the HOMO-LUMO gap: 9.8 eV. Its multiplicity is 1.

--- 2 ---
Molecular formula: C3H11O
Method: DFT, wB97M-V/def2-TZVPD

```
15
Properties=species:S:1:pos:R:3:lowdin_charge:R:1
O -2.13116 0.79329 -0.42845 0.30
H -2.66518 1.44810 0.05216 0.20
H -2.27840 0.71723 -1.39286 0.20
H -1.16377 0.65842 -0.19940 0.10
C 0.60643 0.75635 0.80210 -0.12
C 1.36309 -0.45543 0.28264 -0.29
C 0.44506 -1.35682 -0.50147 -0.12
H 0.40283 1.42441 -0.04203 0.08
H 1.09506 1.37806 1.54669 0.10
H -0.33247 0.46652 1.30220 0.08
H 1.84194 -0.97484 1.10093 0.11
H 2.14403 -0.09790 -0.38193 0.11
H 0.99574 -2.21343 -0.88707 0.09
H -0.37296 -1.73831 0.10874 0.08
H 0.04976 -0.80565 -1.36226 0.07
```

The HOMO energy is -15.87 eV. Its total charge is +1. The value obtained for the LUMO energy is -4.69 eV. As for the HOMO-LUMO gap: 11.2 eV. Its multiplicity is 1.

Which of them is the most stable? Correct choice: 2.

--- 1 ---
Molecular formula: C2HF5O
Method: DFT, wB97M-V/def2-TZVPD

```
9
Properties=species:S:1:pos:R:3:lowdin_charge:R:1
C -0.60652 -0.57988 -0.03989 -0.25
C 1.12267 0.32608 0.04630 -0.46
O -1.13193 0.60230 0.14925 0.04
F -0.61797 -1.07731 -1.29299 0.08
F 0.94061 1.55115 0.50728 0.16
F 2.00362 -0.37308 0.78083 0.15
F 1.48778 0.40145 -1.24177 0.15
F -2.61346 0.47347 0.28632 -0.05
H -0.58480 -1.32418 0.80467 0.18
```

The HOMO energy is -11.59 eV. The value obtained for the LUMO energy is -0.65 eV. As for the HOMO-LUMO gap: 10.9 eV. Its multiplicity is 1.

--- 2 ---
Molecular formula: C2HF5O
Method: DFT, wB97M-V/def2-TZVPD

```
9
Properties=species:S:1:pos:R:3:lowdin_charge:R:1
C -0.27027 0.42259 0.61779 -0.51
C -0.10360 -0.86422 -0.66037 -0.49
O 1.04788 0.80368 0.89456 0.07
F -1.04256 1.37443 0.09589 0.14
F -0.88906 0.00465 1.71011 0.16
F -1.08090 -0.78232 -1.58812 0.13
F -0.02831 -2.08628 -0.20646 0.19
F 1.04451 -0.54681 -1.28935 0.13
H 1.32230 1.67427 0.42594 0.18
```

The SMILES is OC(F)(F)C(F)(F)F. The HOMO energy is -11.86 eV. The value obtained for the LUMO energy is 0.56 eV. As for the HOMO-LUMO gap: 12.4 eV. Its multiplicity is 1.

Which of them is the most stable? Correct choice: 2.